(1)
Computed, not measured: C18H34F8Ga as an isolated structure at a distorted geometry, with wB97M-V/def2-TZVPD.

Computed properties:
Highest occupied orbital energy ... -5.22 eV
Total energy ... -93330.8194 eV

```
! RIJCOSX wB97M-V def2-TZVPD def2/J DEFGRID3
* xyz -1 1
F -1.990 5.917 -6.057
H 1.605 4.820 -2.234
H 2.639 1.172 7.875
F 0.214 6.162 -6.741
H 2.605 2.267 1.904
C -0.721 2.325 -3.141
C -1.136 -3.846 0.198
C -0.305 -5.027 -0.305
H 1.552 1.886 -3.102
H -0.895 3.264 -2.521
H -1.875 -5.796 -3.339
H 0.175 -6.208 -2.030
C -2.492 -6.867 -1.592
F -0.182 0.734 0.150
F -1.432 5.528 -3.660
C 1.384 1.859 6.256
C 0.765 2.409 -3.723
F -0.694 4.081 -6.264
H 0.048 0.057 3.566
H 2.459 -0.008 6.578
H 2.210 2.359 5.743
C -0.758 -2.525 -0.460
H -1.427 2.351 -4.040
H 2.917 1.032 4.030
H -2.530 -4.771 -2.081
C 1.736 1.998 2.509
H 1.153 -0.586 4.758
H -0.935 -2.545 -1.537
H -0.566 -5.914 0.285
H 0.843 2.067 -4.813
H 0.752 -4.832 -0.098
F -1.169 -0.185 -2.751
H -0.987 -3.752 1.279
C 0.871 0.334 4.233
H -2.204 -4.037 0.052
H 0.912 1.770 1.832
C -0.221 5.666 -4.404
H -0.065 2.218 4.713
Ga 1.314 4.430 -3.779
H -0.489 0.909 5.790
C -0.661 5.432 -5.946
C 2.059 0.798 3.390
C 1.931 0.756 7.153
F 0.227 7.025 -4.283
H -1.356 -1.711 -0.043
H -3.498 -7.049 -1.980
C -0.979 1.103 -2.184
C -1.886 -5.638 -2.256
H -0.061 -4.514 -2.386
H 1.125 0.273 7.711
C 0.351 1.358 5.246
F -2.051 2.228 -0.363
C -1.044 1.337 -0.788
H -1.887 -7.756 -1.794
H 0.296 -2.293 -0.288
H 2.374 -0.031 2.748
H 2.639 4.565 -4.701
H 0.911 2.618 6.888
C -0.458 -5.344 -1.795
H -2.573 -6.745 -0.510
H 1.463 2.873 3.103
*
```


(2)
Computed, not measured: a 2-piece molecular cluster, C18H34N2O5 overall at a distorted geometry, with wB97M-V/def2-TZVPD.

Computed properties:
Highest occupied orbital energy ... -6.94 eV
Total energy ... -32430.2782 eV
ΔE to the lowest compared entry with this formula, charge and spin ... 0.00 kcal/mol

```
! RIJCOSX wB97M-V def2-TZVPD def2/J DEFGRID3
* xyz 0 1
C 5.531 1.758 2.107
H -4.234 -4.338 -2.438
C -2.655 1.100 -1.996
H -2.227 -1.877 0.496
H -5.419 -1.303 -4.268
O -2.559 -3.177 -2.786
H 1.716 1.690 1.246
C 1.328 3.097 4.067
H 8.205 -1.725 2.074
C -4.685 0.143 -2.821
C 1.730 3.818 4.933
H -3.701 -2.366 -4.304
H 6.470 -1.973 1.882
H -1.422 -0.795 -3.013
H 2.142 4.557 5.566
H -1.978 -2.497 -4.623
O -1.100 -0.762 3.368
C 3.265 2.787 2.150
H 3.739 2.988 3.103
O 6.426 0.885 1.401
H 1.116 0.401 4.174
H -2.512 -0.180 -4.260
H -4.549 0.833 -3.653
C 4.345 2.131 1.238
O 7.495 0.331 3.299
H -3.929 -1.935 -1.254
H -3.446 -4.618 -4.014
C -3.402 -1.010 -1.046
H -5.544 -1.865 -2.591
H 3.941 1.204 0.840
H -1.628 0.928 -1.696
H -1.621 -0.333 -0.021
H 7.415 -1.271 0.553
H 4.644 2.797 0.437
C 7.304 -1.329 1.629
C -0.606 0.256 2.838
N 0.962 2.237 3.085
H -5.144 0.689 -2.000
H -1.361 -1.779 -1.027
C -2.071 -1.258 -0.386
C -3.273 -4.393 -2.960
H 2.500 0.838 2.548
O -0.822 0.707 1.664
C -5.601 -0.996 -3.242
C 2.105 1.814 2.254
H -0.243 1.389 4.590
C 7.091 0.037 2.208
H -6.630 -0.637 -3.215
C -2.718 -2.265 -3.846
H -3.208 1.561 -1.183
H -4.033 -0.416 -0.382
H -2.685 -5.195 -2.520
H 2.960 3.699 1.650
C -2.438 -0.843 -3.398
H 6.016 2.677 2.425
H -2.679 1.728 -2.884
N -3.304 -0.216 -2.331
C 0.351 1.048 3.750
H 5.141 1.287 3.004
*
```


(3)
Computed, not measured: C18H34N4O6SeSiW as an isolated structure at a distorted geometry, with wB97M-V/def2-TZVPD.

Computed properties:
Highest occupied orbital energy ... -14.56 eV
Total energy ... -112501.7734 eV
ΔE to the lowest compared entry with this formula, charge and spin ... 8.40 kcal/mol

```
! RIJCOSX wB97M-V def2-TZVPD def2/J DEFGRID3
* xyz 2 1
C -0.032 -2.414 -1.926
N -2.290 0.231 -1.062
N 5.010 -0.988 -3.322
H -2.267 -0.307 -3.109
H -1.307 4.246 -0.525
H -0.243 -2.265 2.348
H -3.073 -2.451 0.155
H -2.748 0.955 -0.520
H -1.317 2.049 3.422
H -0.100 3.506 -1.565
O 1.328 -1.313 -0.130
H 3.151 1.379 3.193
H -2.273 3.905 -2.701
C 2.476 1.344 2.333
H -0.129 -0.832 4.477
H -0.381 -4.051 -0.620
C -1.052 3.335 -1.068
H 2.497 2.328 1.860
C -0.848 -3.096 -0.852
H -2.338 -3.523 1.342
C 1.387 -2.052 1.034
H -0.003 2.455 4.510
C 4.223 0.526 -1.638
H -1.835 -3.293 -1.271
C 2.668 -0.487 -3.192
W -0.086 -0.039 -0.372
H 2.889 0.608 1.639
C -2.342 -2.496 0.965
C 3.759 -1.135 -3.758
H -3.175 0.284 2.410
C -2.810 -1.605 2.089
H 1.674 -0.644 -3.579
H 0.129 -3.726 1.432
H 6.256 -0.088 -1.954
H -3.648 0.663 -2.600
O -0.359 -1.064 -1.953
C 5.229 -0.182 -2.287
O 0.749 -2.929 -2.641
H 1.470 -1.326 3.865
H -1.679 2.225 0.551
O 2.356 -2.175 1.695
H 3.616 -1.799 -4.602
C -1.853 1.800 -2.964
H -0.050 3.190 2.921
H 1.327 -0.028 5.039
H -3.101 2.900 -1.552
C -0.246 2.260 3.461
O 0.005 0.304 1.409
H 4.449 1.178 -0.805
C 0.854 -0.476 4.159
C 0.034 -2.640 1.366
H -2.803 -0.614 -0.827
H -0.781 1.607 -2.994
C 2.940 0.341 -2.121
O -2.883 -0.245 1.658
H -0.101 2.537 0.549
Se 1.583 1.384 -1.321
N -0.864 2.240 -0.060
N -0.992 -2.244 0.368
C -2.145 3.019 -2.079
H -2.149 1.998 -3.994
H -2.178 -1.700 2.976
H -3.809 -1.963 2.349
Si 0.798 0.848 2.898
C -2.567 0.544 -2.508
*
```


(4)
Computed, not measured: a 3-piece molecular cluster, C18H34NO7S overall at a distorted geometry, with wB97M-V/def2-TZVPD.

Computed properties:
Highest occupied orbital energy ... -11.90 eV
Total energy ... -45866.5650 eV

```
! RIJCOSX wB97M-V def2-TZVPD def2/J DEFGRID3
* xyz 1 1
H 3.313 0.087 1.767
H 5.005 0.277 3.140
C -2.715 -1.462 -0.831
O 4.936 0.508 0.633
C -0.009 -1.718 2.181
O 1.726 2.997 1.514
C 2.788 1.239 0.189
H 2.119 3.326 3.541
H -0.920 -1.337 1.742
O 0.238 2.922 3.168
H -6.402 2.849 -5.838
C -3.916 -1.690 0.065
H 1.432 0.966 1.907
C 0.853 -2.493 1.188
O -1.561 -1.409 -0.488
C -4.289 3.089 -5.345
O -5.185 3.073 -3.171
H 3.888 -1.426 -0.681
H -6.010 -1.786 -0.619
H 0.706 1.563 0.446
H 0.559 -0.903 2.633
C -4.554 -1.294 -2.176
H -4.912 -0.263 -2.187
H 5.201 -2.656 2.485
H 6.831 0.050 1.097
O -6.686 1.413 -3.374
C 5.095 -1.882 3.246
H 6.613 -0.383 3.312
H -4.862 -1.782 -3.097
H 2.526 1.038 -0.841
C -5.904 2.167 -3.879
N 3.612 0.120 0.784
C 1.601 1.635 1.061
C -4.421 3.901 -4.067
H -5.477 1.320 -5.816
C -5.005 -2.050 -0.940
H 3.443 2.107 0.167
C -5.593 2.298 -5.357
H -4.985 -3.124 -1.132
H 1.677 -2.961 1.725
H -4.139 -0.764 0.597
H -3.458 4.126 -3.615
H -0.268 -2.395 2.996
H -3.726 -2.495 0.771
H -4.135 3.704 -6.230
O -3.110 -1.279 -2.101
H 3.078 -2.732 3.589
H 5.912 -1.366 0.801
H 3.052 -0.993 3.305
C 5.673 -0.519 2.791
H -4.965 4.835 -4.222
C 3.635 -1.811 3.749
C 1.311 3.089 2.832
C 3.284 -1.228 0.199
H 3.566 -1.969 0.946
C 5.852 -0.384 1.269
H 0.238 -3.240 0.700
S 1.541 -1.476 -0.170
H -3.444 2.403 -5.263
H 5.686 -2.224 4.090
H 3.662 -1.609 4.815
*
```


| no. | orbital gap (eV) |
| --- | --- |
| 1 | 7.71 |
| 2 | 6.60 |
| 3 | 6.14 |
| 4 | 9.78 |